One molecule with the formula C3H6N2O at a distorted geometry. Source: OMol25; level of theory: ωB97M-V/def2-TZVPD.

Properties
HOMO-LUMO gap: 9.95 eV
electronic energy: -8232.883 eV
strongest force on any atom: 7.0 eV/A
ΔE to the lowest compared entry with this formula, charge and spin: 88.0 kcal/mol

Structure (XYZ):
```
12
Properties=species:S:1:pos:R:3:forces:R:3
C 0.0733 1.3449 1.4092 -1.42 0.25 0.05
C 0.1512 0.9385 -0.0630 -0.20 -0.81 0.72
C -0.5229 -1.6805 -2.0677 3.01 3.32 3.72
H -0.0839 -0.5422 1.7661 0.08 -0.08 0.21
H 0.9400 1.9981 1.6374 -0.71 -0.11 -0.02
H -0.9658 1.9625 1.4625 2.33 -1.24 0.36
H 0.1764 1.7244 -0.8708 0.16 -0.86 0.85
H -0.9977 -2.4681 -1.3291 0.85 2.06 -1.39
H -0.4884 -1.8639 -3.1087 -0.07 -0.27 -0.86
N 0.0898 -0.3236 -0.3128 0.58 1.58 -0.21
N 0.2236 -0.5542 -1.6774 -4.22 -5.33 -1.76
O 0.1270 0.2145 2.3379 -0.39 1.49 -1.68
```
Forces are in eV/Å.